No. 1
38
Properties=species:S:1:pos:R:3 method="wB97M-V/def2-TZVPD" mol_weight_g_mol=326.4 smiles="O=C(NCCc1csc(-c2ccccc2)n1)c1ccccc1F" gap_ev=8.58 e_tot_ha=-1377.76422 lumo_ev=0.44 total_charge=0
C 6.174 1.167 -0.642
C 4.065 1.574 0.426
C -0.949 -2.710 -0.909
H -0.684 -3.169 1.188
H -0.861 -0.448 1.813
H -5.352 0.900 1.913
H 4.139 -1.523 -0.920
H -4.986 2.931 -1.838
C -4.667 2.162 -1.153
H 3.406 2.226 0.982
H -6.124 2.659 0.340
C 5.329 2.003 0.070
C -3.189 0.318 -0.635
H -0.361 -2.288 -1.727
C -3.841 0.202 0.587
H 5.659 2.993 0.350
C -5.305 2.011 0.068
C -3.617 1.330 -1.492
N -2.049 -1.809 -0.668
O -1.182 -0.074 -1.829
C 0.090 -0.520 1.327
C 2.320 -0.184 0.440
C 4.487 -0.538 -0.650
C -0.066 -2.864 0.340
N 1.866 -1.358 0.159
H 6.406 -0.755 -1.557
H -2.731 -2.109 0.009
C -4.886 1.031 0.950
H 7.163 1.504 -0.917
H -1.347 -3.684 -1.208
C 0.622 -1.573 0.641
F -3.451 -0.739 1.486
H 0.688 -3.626 0.150
C 5.748 -0.103 -1.001
H -3.096 1.442 -2.430
C -2.030 -0.523 -1.085
C 3.631 0.298 0.071
S 1.187 0.797 1.367



No. 2
65
Properties=species:S:1:pos:R:3 method="wB97M-V/def2-TZVPD" mol_weight_g_mol=1098.0 gap_ev=1.69 e_tot_ha=-4676.18615 lumo_ev=-7.71 total_charge=+1
N 10.766 3.694 -4.040
O 12.293 7.948 -14.084
H -0.366 -0.421 -18.261
O 6.314 3.762 -11.224
N 1.149 0.556 -16.288
C -0.451 -1.036 -17.378
C -1.540 -2.847 -16.166
C 10.462 0.142 -2.589
O 6.633 12.649 -12.042
O 10.675 8.781 -15.428
C 10.002 0.046 -4.883
O 11.790 7.099 -16.282
C 12.598 -0.527 -20.977
H 10.212 -1.592 -3.676
O 2.650 7.792 -15.065
C -1.332 -2.159 -17.419
H 12.271 -0.981 -21.901
H -2.231 -3.675 -16.111
O 0.491 6.933 -15.232
O 7.739 3.723 -13.268
C 10.636 1.540 -2.717
In 2.233 6.467 -10.150
C 10.331 -0.520 -3.735
O 5.209 11.199 -11.140
C 12.560 1.045 -19.130
S 1.373 7.881 -15.814
S 12.051 8.239 -15.464
C 0.263 -0.646 -16.279
O 8.503 4.508 -10.967
C -0.754 -2.490 -15.053
O 9.796 -0.861 -20.442
H 10.063 1.977 -5.991
O 1.511 1.013 -15.186
H 9.691 -0.625 -5.670
O 1.824 7.571 -17.139
H -0.754 -3.158 -14.204
C 14.000 -0.406 -21.005
O 4.459 12.652 -12.875
In 9.752 9.255 -9.984
C 13.929 1.181 -19.254
O 13.112 9.131 -15.989
C 10.567 2.206 -3.971
O 4.814 13.434 -10.688
H 15.684 0.701 -20.267
C 14.645 0.442 -20.124
H 10.462 -0.387 -1.647
In 6.732 6.288 -17.469
O 9.839 0.854 -19.282
H 10.879 2.123 -1.841
H 14.549 -0.842 -21.826
C 0.061 -1.379 -15.110
H 0.557 -1.045 -14.211
O 1.611 1.117 -17.271
S 7.432 4.287 -11.941
C 11.855 0.148 -19.982
O 11.187 4.228 -3.035
H 14.412 1.985 -18.719
H 11.980 1.726 -18.526
O 10.645 4.288 -5.083
O 0.817 9.245 -15.682
O 7.115 5.640 -12.256
C 10.164 1.481 -5.037
S 5.282 12.515 -11.703
N 10.426 0.043 -19.949
H -1.963 -2.328 -18.280



No. 3
38
Properties=species:S:1:pos:R:3 method="wB97M-V/def2-TZVPD" mol_weight_g_mol=321.4 smiles="O=C(N/N=C/c1cccs1)c1cc(C2CC2)nc2ccccc12" gap_ev=8.20 e_tot_ha=-1332.57800 lumo_ev=-0.15 total_charge=0 relative_energy_kcal_mol=49.2
H -3.632 0.276 2.135
C 0.348 -2.516 -4.094
C 0.286 -1.507 -3.080
C 2.630 3.939 2.061
C 0.778 2.425 2.345
C 0.965 1.956 1.013
C 0.185 0.389 -0.823
H 3.602 3.896 0.144
H -2.096 -1.541 2.995
H 3.285 4.707 2.446
N -0.189 1.954 3.152
C 0.438 -4.551 -5.195
N 0.181 -0.981 -0.829
C 1.636 3.426 2.846
C -2.042 0.586 3.666
H -2.723 -1.277 4.667
C -2.521 -0.843 3.700
O 0.255 1.081 -1.816
H -4.260 0.533 3.808
C 2.001 2.502 0.233
C 0.372 -3.883 -3.961
S 0.407 -2.053 -5.768
H 0.511 -3.933 -7.299
H 0.279 -0.475 -3.420
H 1.476 3.765 3.857
H -1.962 1.104 4.612
C 0.463 -3.695 -6.254
H -1.597 -0.272 1.085
H 2.136 2.155 -0.779
C 2.812 3.476 0.749
H 0.465 -5.621 -5.297
H 0.165 -1.457 0.065
C -1.005 1.026 2.715
C -0.895 0.480 1.416
C 0.083 0.936 0.567
H 0.344 -4.366 -3.003
C -3.428 0.226 3.193
N 0.243 -1.865 -1.852